ORCA calculation (ωB97M-V/def2-TZVPD) on a structure of composition C24H25AgN3O3.

Results
- net charge = +1
- molar mass (g/mol) = 511.35
- ΔE to the lowest compared entry with this formula, charge and spin (kcal per mole) = 0.0
- HOMO (eV) = -10.2706
- gap between HOMO and LUMO (Eh) = 0.26032
- electronic energy (a.u.) = -1466.2681

Each line ends with the Mulliken charge.
CARTESIAN COORDINATES (ANGSTROEM)
C  -1.020  -2.297  -8.250  -0.18
C  -1.544  -1.419  -9.144  1.04
H  -0.975  -3.348  -8.529  0.30
H  -0.644  -1.972  -7.304  -0.97
C  -1.626  -0.010  -8.830  1.34
C  -1.213  0.489  -7.626  -0.72
H  -0.838  -0.126  -6.824  -0.56
H  -1.316  1.560  -7.465  0.25
C  -2.041  -1.963  -10.473  -1.20
H  -1.853  -3.044  -10.493  0.37
H  -1.527  -1.524  -11.341  0.30
H  -3.121  -1.818  -10.620  0.30
C  -2.179  0.943  -9.873  -1.24
H  -3.192  0.668  -10.205  0.31
H  -1.546  0.992  -10.774  0.30
H  -2.227  1.951  -9.447  0.37
Ag  -0.431  -0.169  -0.355  0.43
O  -0.064  -0.362  -2.559  -0.56
C  0.656  0.088  -3.473  0.67
O  1.272  1.356  -0.865  -0.58
C  1.914  1.526  -1.897  0.35
O  3.017  2.287  -1.906  -0.32
N  1.656  1.035  -3.191  0.30
C  3.567  2.332  -3.252  -0.36
C  2.728  1.429  -4.114  -0.56
H  4.606  1.990  -3.199  0.29
H  3.524  3.371  -3.597  0.27
H  3.298  0.548  -4.439  0.33
H  2.324  1.950  -4.988  0.35
C  0.504  -0.359  -4.863  -0.22
C  -0.138  -1.529  -5.088  -1.04
H  1.020  0.228  -5.629  0.41
H  -0.841  -1.894  -4.331  0.29
H  0.122  -2.172  -5.924  0.49
C  1.659  -3.044  2.621  -0.67
C  1.220  -2.394  1.450  -0.27
N  0.357  -1.374  1.486  -0.36
C  -0.103  -0.920  2.668  -0.09
C  0.290  -1.517  3.906  1.35
C  1.184  -2.605  3.848  -0.54
C  -0.234  -0.978  5.117  -0.90
C  -1.065  0.117  5.121  -0.90
C  -1.465  0.761  3.912  1.31
C  -2.271  1.917  3.870  -0.51
C  -2.577  2.497  2.648  -0.68
C  -2.094  1.900  1.470  -0.23
N  -1.354  0.784  1.492  -0.26
C  -1.004  0.224  2.670  0.04
H  2.357  -3.874  2.529  0.38
H  1.571  -2.712  0.463  0.41
H  1.488  -3.079  4.779  0.42
H  0.058  -1.461  6.049  0.37
H  -1.435  0.529  6.060  0.37
H  -2.625  2.342  4.810  0.42
H  -3.176  3.399  2.569  0.38
H  -2.308  2.332  0.489  0.41

=====

ORCA calculation (ωB97M-V/def2-TZVPD) on a structure of composition C24H25AsAuN9OS.

Results
- molar mass (g/mol) = 759.48
- ΔE to the lowest compared entry with this formula, charge and spin (kcal per mole) = 34.3
- HOMO (eV) = -8.3720
- gap between HOMO and LUMO (Eh) = 0.25372
- electronic energy (a.u.) = -4267.1456

Each line ends with the Mulliken charge.
CARTESIAN COORDINATES (ANGSTROEM)
Au  0.822  1.194  -0.154  0.61
N  0.046  1.747  3.198  0.02
C  -0.837  2.228  2.255  0.02
N  -1.899  2.948  2.529  -0.52
N  -2.405  3.278  1.316  -0.66
N  -1.713  2.755  0.372  -0.29
N  -0.677  2.087  0.939  0.69
C  0.873  0.657  3.025  0.27
N  1.974  0.486  3.715  -0.53
N  2.437  -0.730  3.331  -0.75
N  1.677  -1.242  2.440  -0.12
N  0.621  -0.402  2.239  0.18
H  0.029  2.178  4.105  0.27
S  2.482  0.104  -1.284  -0.53
C  2.209  -1.619  -1.023  0.87
C  3.153  -2.506  -1.548  -0.80
C  3.019  -3.870  -1.360  -0.68
C  1.941  -4.391  -0.650  -0.85
C  0.992  -3.530  -0.134  -0.60
C  1.127  -2.159  -0.339  0.19
As  -0.233  -0.977  0.278  2.13
C  -1.368  -0.517  -1.237  0.23
C  -0.917  -0.785  -2.526  -0.32
C  -1.691  -0.390  -3.607  -0.76
C  -2.890  0.281  -3.400  -0.48
C  -3.326  0.555  -2.111  -0.92
C  -2.565  0.155  -1.022  -0.04
C  -1.505  -2.046  1.305  0.54
C  -1.478  -2.275  2.676  -0.62
C  -2.361  -3.187  3.235  -0.87
C  -3.267  -3.875  2.441  -0.52
C  -3.291  -3.652  1.074  -0.89
C  -2.417  -2.736  0.505  -0.40
H  4.006  -2.111  -2.085  0.46
H  3.772  -4.535  -1.763  0.38
H  1.848  -5.456  -0.490  0.41
H  0.159  -3.921  0.435  0.41
H  0.026  -1.291  -2.687  0.32
H  -1.352  -0.602  -4.613  0.43
H  -3.484  0.596  -4.248  0.39
H  -4.251  1.092  -1.948  0.42
H  -2.909  0.379  -0.020  0.45
H  -0.781  -1.757  3.314  0.43
H  -2.335  -3.356  4.303  0.42
H  -3.955  -4.582  2.887  0.40
H  -3.994  -4.181  0.442  0.41
H  -2.451  -2.576  -0.562  0.49
C  2.974  3.242  1.235  -1.10
C  2.718  3.903  -0.096  -0.33
O  1.601  3.272  -0.746  -0.01
C  1.314  3.830  -2.038  -0.33
C  0.226  3.034  -2.713  -1.10
H  3.804  3.736  1.742  0.48
H  3.243  2.191  1.116  0.21
H  2.101  3.312  1.884  0.18
H  3.587  3.836  -0.758  0.38
H  2.471  4.961  0.032  0.32
H  2.238  3.827  -2.626  0.36
H  1.007  4.869  -1.890  0.31
H  0.557  2.015  -2.928  0.20
H  -0.026  3.508  -3.663  0.49
H  -0.677  3.000  -2.100  0.22

=====

ORCA calculation (ωB97M-V/def2-TZVPD) on a structure of composition C24H25BrF6N4O3PdS.

Results
- net charge = +2
- molar mass (g/mol) = 749.87
- ΔE to the lowest compared entry with this formula, charge and spin (kcal per mole) = 25.5
- HOMO (spin up / spin down) (eV) = -13.7300 / -13.7268
- gap between HOMO and LUMO (spin up / spin down) (Eh) = 0.14039 / 0.13904
- electronic energy (a.u.) = -5072.8885

Each line ends with the Mulliken charge.
CARTESIAN COORDINATES (ANGSTROEM)
Pd  -0.953  -0.872  0.379  0.80
O  -4.712  3.081  -0.130  -0.59
C  -5.143  2.277  -1.149  0.82
C  -6.206  2.601  -1.979  -0.68
C  -6.564  1.740  -3.004  -0.56
C  -5.860  0.561  -3.211  -0.77
C  -4.802  0.231  -2.378  -0.38
C  -4.444  1.090  -1.353  -0.21
C  -3.327  0.728  -0.356  1.08
O  -2.842  -0.490  -0.480  -0.88
N  -2.305  1.768  -0.403  0.32
N  -1.068  1.404  -0.413  -0.42
C  -0.081  2.262  -0.418  -0.40
C  1.261  1.836  -0.510  0.44
Br  1.495  -0.011  -0.923  0.08
C  2.304  2.690  -0.250  -0.44
C  3.715  2.525  -0.281  0.90
C  4.405  1.554  -1.042  -0.28
C  5.778  1.491  -1.000  -0.86
C  6.502  2.381  -0.207  -0.29
C  5.842  3.352  0.544  -0.74
C  4.471  3.439  0.491  -0.47
H  -5.312  3.823  0.002  0.35
H  -6.748  3.526  -1.819  0.32
H  -7.401  1.991  -3.640  0.42
H  -6.143  -0.106  -4.013  0.42
H  -4.263  -0.697  -2.504  0.43
H  -3.811  0.894  0.646  0.24
H  -2.597  2.748  -0.360  0.35
H  -0.261  3.334  -0.327  0.43
H  1.980  3.670  0.095  0.36
H  3.871  0.905  -1.718  0.52
H  6.300  0.765  -1.609  0.43
H  7.583  2.338  -0.204  0.42
H  6.408  4.045  1.150  0.42
H  3.958  4.197  1.070  0.37
C  0.391  -2.118  4.300  -2.13
C  -0.121  -1.178  3.214  1.22
O  0.138  -1.689  1.952  -0.46
C  -1.658  -0.952  3.475  0.39
F  -2.374  -1.917  2.885  -0.30
F  -1.984  -0.917  4.750  -0.25
F  -2.114  0.228  2.926  -0.29
C  0.617  0.190  3.361  0.64
F  1.937  0.020  3.427  -0.28
F  0.229  0.899  4.418  -0.28
F  0.410  0.983  2.255  -0.07
H  -0.135  -3.069  4.237  0.44
H  0.230  -1.684  5.285  0.50
H  1.455  -2.287  4.151  0.46
C  0.490  -3.614  -3.073  -0.92
N  1.097  -3.541  -1.760  0.10
C  2.544  -3.702  -1.577  -0.54
C  2.720  -3.625  -0.047  -0.57
N  1.338  -3.488  0.416  0.05
C  0.483  -3.403  -0.591  0.24
S  -1.226  -3.219  -0.377  -0.36
H  0.643  -4.607  -3.500  0.32
H  0.941  -2.873  -3.733  0.31
H  -0.576  -3.425  -2.986  0.32
H  3.072  -2.904  -2.102  0.32
H  2.867  -4.658  -1.990  0.40
H  3.315  -2.764  0.258  0.25
H  3.167  -4.526  0.368  0.38
H  1.077  -3.228  1.358  0.12

=====

ORCA calculation (ωB97M-V/def2-TZVPD) on a cluster of 3 separate species, C24H25F9NO6 in total.

Results
- net charge = -1
- molar mass (g/mol) = 594.45
- HOMO (eV) = -5.2166
- gap between HOMO and LUMO (Eh) = 0.28202
- electronic energy (a.u.) = -2334.5787

Each line ends with the Mulliken charge.
CARTESIAN COORDINATES (ANGSTROEM)
C  -5.744  0.868  -0.254  -0.79
C  -5.613  -0.266  0.765  -0.27
O  -5.330  -1.521  0.200  -0.47
C  -3.936  -1.723  -0.052  -0.68
C  -3.653  -1.493  -1.553  -0.66
O  -2.527  -0.664  -1.792  -0.17
C  -1.349  -1.323  -2.072  0.64
N  -1.022  -1.440  -3.485  0.04
C  -2.080  -1.294  -4.419  -0.75
O  -2.363  0.092  -4.745  -0.25
C  -3.669  0.426  -4.557  0.89
C  -4.717  -0.114  -5.530  -1.21
O  -4.033  1.163  -3.669  -0.52
C  -1.211  -2.729  -1.374  0.30
O  -1.215  -3.742  -2.122  -0.82
O  -1.155  -2.757  -0.144  -0.69
C  -0.200  -0.437  -1.431  0.20
F  0.893  -1.143  -1.118  -0.22
F  -0.694  0.001  -0.244  -0.36
C  0.146  0.854  -2.206  0.45
F  -0.924  1.490  -2.647  -0.21
F  0.723  1.700  -1.306  -0.36
C  1.181  0.725  -3.391  0.73
F  1.678  -0.487  -3.580  -0.24
F  0.574  1.077  -4.531  -0.27
F  2.178  1.593  -3.243  -0.29
H  -5.895  1.840  0.214  0.40
H  -6.517  0.638  -0.987  0.25
H  -4.814  0.936  -0.824  0.08
H  -6.578  -0.375  1.271  0.31
H  -4.895  0.033  1.537  0.31
H  -3.654  -2.728  0.243  0.43
H  -3.330  -1.002  0.499  0.29
H  -4.517  -0.930  -1.908  0.57
H  -3.670  -2.423  -2.126  0.29
H  -0.434  -2.237  -3.674  0.41
H  -1.733  -1.738  -5.355  0.36
H  -3.000  -1.829  -4.165  0.29
H  -4.267  -0.457  -6.461  0.33
H  -5.346  -0.860  -5.054  0.29
H  -5.338  0.744  -5.779  0.37
F  4.066  -1.000  4.837  -0.37
C  3.821  -1.329  3.546  0.36
C  2.852  -0.636  2.847  -0.49
C  2.606  -0.970  1.523  -0.02
C  3.323  -1.996  0.922  -0.50
C  4.289  -2.684  1.642  -0.41
C  4.547  -2.347  2.964  -0.53
H  2.298  0.155  3.335  0.49
H  1.856  -0.434  0.961  0.25
H  3.124  -2.258  -0.109  0.42
H  4.844  -3.487  1.175  0.35
H  5.302  -2.866  3.540  0.41
F  4.925  6.088  5.512  -0.32
C  5.177  4.766  5.417  0.34
C  4.596  4.042  4.395  -0.51
C  4.860  2.683  4.297  -0.24
C  5.690  2.068  5.225  -0.48
C  6.261  2.812  6.249  -0.32
C  6.008  4.173  6.345  -0.45
H  3.946  4.539  3.687  0.42
H  4.418  2.103  3.497  0.42
H  5.890  1.007  5.150  0.37
H  6.904  2.331  6.974  0.36
H  6.450  4.772  7.131  0.40